[1]
This record from OMol25 describes a cluster of 3 separate species, C30H52N3O8S2 in total. The level of theory is ωB97M-V/def2-TZVPD.

XYZ file:
```
95
Properties=species:S:1:pos:R:3:forces:R:3:mulliken_spin:R:1
C -7.807 4.325 6.432 0.38 -0.74 0.07 -0.0039
H 2.673 0.484 1.658 -0.07 0.03 0.01 0.0008
H -1.188 2.561 3.612 -0.01 -0.18 -0.16 0.0055
H -0.290 -4.740 -6.290 1.08 0.98 1.25 0.0000
H -8.387 5.709 4.567 0.18 -0.03 0.23 -0.0006
C -0.192 -4.180 -2.943 0.85 2.25 1.74 -0.0001
H -0.297 -1.120 3.402 0.06 0.09 -0.08 -0.0091
H 1.852 1.899 3.488 -0.27 -0.13 0.06 0.0004
C -0.653 0.503 -1.078 -0.43 0.59 0.41 -0.0039
N -6.162 3.404 4.725 1.69 -1.77 3.57 0.3015
H 0.886 -3.067 -7.331 0.72 0.65 1.77 0.0000
H -1.737 -3.909 -4.624 1.51 0.45 0.61 0.0000
H -4.133 4.213 2.055 -0.03 -0.17 0.25 -0.0007
H 8.410 -4.937 -2.433 -1.02 0.59 -1.67 0.0000
O -0.231 -5.598 -2.767 0.88 1.56 -0.91 0.0000
H -0.575 -2.454 -4.304 -0.25 -1.81 -0.02 0.0000
H 7.330 -8.144 -4.658 0.71 0.99 1.07 0.0000
C -4.849 3.526 4.010 0.90 0.04 -2.00 0.0223
C 1.377 1.292 0.127 -0.03 0.35 0.32 0.0201
O 3.462 -3.745 -4.764 -1.68 1.71 -2.34 0.0000
H -5.034 1.593 2.984 0.00 0.09 0.11 -0.0046
H -0.918 1.537 -1.317 -0.03 -0.09 0.21 -0.0015
H -2.885 4.436 4.233 -0.20 -0.20 -0.14 0.0001
H 0.929 -1.953 -5.773 0.57 -1.38 -0.62 0.0000
C -7.312 5.595 4.399 -0.04 0.05 -0.46 0.0089
C 7.600 -7.424 -3.818 -0.99 1.01 0.77 0.0000
O -1.410 1.822 1.182 0.64 -2.27 0.65 0.6047
H 7.119 -1.074 -6.419 -1.52 -0.77 0.99 0.0000
C 6.446 -1.461 -5.567 0.92 -1.06 0.60 0.0000
C 0.561 -1.119 0.294 -0.07 -0.33 0.30 0.0261
C 7.350 -5.913 -4.270 -0.52 2.11 -1.41 0.0000
H 8.642 -7.567 -3.381 -1.29 0.05 -0.87 0.0000
C 7.834 -4.703 -3.399 -2.06 0.32 -3.54 0.0000
H -3.442 3.599 5.670 -0.18 -0.05 -0.12 0.0048
C -4.292 2.150 3.565 -0.37 -0.19 0.54 -0.0011
N -0.694 0.698 1.459 -0.42 4.29 -0.97 0.3173
H 0.114 -1.694 -0.520 0.17 0.30 0.00 -0.0069
C -3.772 4.246 4.846 -0.16 0.06 0.43 0.0169
H -7.470 3.748 7.298 0.05 -0.06 -0.24 0.0000
C -0.870 1.540 3.839 -0.29 0.25 -0.56 -0.0437
H -3.983 1.529 4.410 -0.25 0.12 0.00 0.0043
C 0.135 0.378 0.254 0.57 -1.56 -1.42 0.0206
H -4.427 6.304 4.639 -0.01 -0.07 0.00 0.0002
H 1.066 2.297 -0.186 -0.19 -0.11 0.06 0.0018
C 0.334 -4.185 -5.492 0.03 0.11 -0.44 0.0000
H -5.206 5.359 2.809 -0.09 -0.07 0.02 0.0011
C 6.724 -2.984 -5.198 1.39 -3.20 1.71 0.0000
H -5.297 4.770 7.121 -0.14 -0.14 -0.14 0.0031
C -0.665 -3.595 -4.374 0.61 -0.75 0.78 0.0000
C 6.598 -5.686 -5.613 1.36 4.02 2.78 0.0000
H -1.764 0.926 3.983 0.12 0.05 -0.09 0.0086
O 3.841 -0.799 -4.682 2.23 -1.88 -2.16 0.0000
H -8.620 3.775 5.950 0.14 0.02 -0.01 -0.0023
C -6.660 4.626 5.429 -1.43 1.44 0.04 0.0316
H 0.883 -0.251 4.375 -0.12 0.22 -0.13 0.0001
H 0.937 2.896 2.372 -0.15 -0.17 -0.02 0.0032
S 4.637 -1.094 -5.940 -3.26 4.75 -0.56 0.0000
H 0.230 -1.638 1.193 0.07 0.18 0.03 -0.0103
H -3.496 5.982 6.086 -0.06 0.00 -0.05 0.0020
H 6.217 -6.514 -6.291 0.66 1.15 1.20 0.0000
O 0.229 -3.441 -2.025 -1.64 -2.82 -3.35 -0.0003
O -6.029 2.419 5.654 -0.70 1.40 -1.92 0.6177
C -5.547 5.350 6.224 0.39 -0.25 -0.01 0.0216
H 5.738 -4.064 -7.010 0.98 -0.15 1.82 0.0000
C 1.268 1.866 2.562 0.01 0.18 -0.43 0.0147
H 7.890 -2.409 -3.207 -0.73 -1.15 -1.15 0.0000
H -3.406 2.271 2.936 -0.22 0.27 0.02 -0.0070
H -5.912 6.318 6.586 -0.24 -0.16 -0.12 0.0012
C -5.032 4.290 2.675 -0.13 0.34 -0.02 0.0244
H -7.245 5.239 3.371 0.17 -0.01 0.12 -0.0078
H -1.573 -0.089 -1.051 0.10 0.04 0.08 -0.0022
C 1.160 -2.977 -6.213 -0.52 -1.08 -0.57 0.0000
H -0.048 0.139 -1.914 0.14 -0.12 0.35 0.0008
H -6.872 6.595 4.438 0.03 -0.09 -0.03 -0.0002
H 0.691 -5.915 -2.931 -0.91 0.31 0.35 0.0000
C -4.265 5.563 5.430 -0.02 0.09 -0.03 -0.0199
O 4.684 0.223 -6.721 0.86 -3.58 1.10 0.0000
H 2.036 0.923 -0.665 -0.29 -0.16 0.01 0.0023
H 6.727 -0.818 -4.651 -0.83 -0.99 -1.40 0.0000
C 2.173 1.428 1.418 0.05 -0.08 -0.03 -0.0171
C 6.316 -4.219 -6.027 1.04 -0.41 1.76 0.0000
C 0.045 0.944 2.739 0.44 -0.85 1.91 0.0431
N 3.928 -2.241 -6.990 -0.33 -0.09 3.05 0.0000
H -8.224 5.257 6.827 0.21 0.06 -0.29 0.0006
H 2.969 2.167 1.279 -0.04 -0.08 0.01 0.0021
S 2.991 -3.403 -6.157 2.88 -3.87 0.04 0.0000
C 0.522 -0.396 3.352 0.21 -0.24 -0.16 0.0183
H -5.859 3.873 2.093 0.05 0.02 0.12 -0.0109
H 1.645 -1.240 0.216 -0.08 0.02 0.02 -0.0004
H 6.857 -7.644 -2.958 1.17 0.27 -1.30 0.0000
C 7.515 -3.255 -3.873 -0.87 -3.17 -1.54 0.0000
H 1.062 -4.978 -5.073 -1.09 1.46 -0.59 0.0000
H -0.347 1.590 4.798 0.18 -0.19 -0.24 0.0000
O 3.093 -4.696 -6.974 -0.97 3.40 0.99 0.0000
H 1.352 -0.849 2.809 -0.14 0.00 -0.06 0.0018
```
Forces are in eV/Å.

Summary:
gap between HOMO and LUMO (alpha / beta) = 7.7254 / 6.9334 eV
lowest unoccupied orbital energy (alpha / beta) = 0.0705 / 0.0414 Ha
charge = -1
E_HOMO (alpha / beta) = -5.807 / -5.807 eV
multiplicity = 3

---

[2]
This record from OMol25 describes a cluster of 7 separate species, C30H53BN2O20PS in total. The level of theory is ωB97M-V/def2-TZVPD.

XYZ file:
```
108
Properties=species:S:1:pos:R:3:forces:R:3:mulliken_charge:R:1
C -8.332 5.525 -2.207 0.26 0.12 -0.02 -1.3918
C -0.577 4.107 1.724 -0.16 -0.05 -0.07 0.5353
H 3.803 -2.761 -5.831 -0.07 0.11 -0.12 0.4329
H 2.934 -0.509 -7.094 0.01 -0.06 0.03 0.3173
H -4.149 -0.510 -5.400 0.03 -0.12 0.09 0.3485
H 4.173 -0.155 -4.321 0.02 0.07 -0.03 0.2651
H 2.521 0.700 -5.853 0.09 0.12 -0.01 0.2373
H -9.412 5.621 -2.320 -0.01 -0.03 -0.01 0.3671
C -2.457 3.189 0.891 -0.07 -0.36 -0.09 -0.5248
H -0.004 -0.636 4.049 -0.06 0.08 0.08 0.4113
H -3.031 -1.603 -6.244 0.03 -0.01 0.01 0.3713
H -1.639 4.201 -0.824 0.00 -0.10 0.07 0.1304
O -2.472 1.000 -4.204 0.11 0.04 -0.01 -0.3253
H 4.467 1.265 3.866 0.21 -0.01 0.18 0.2885
H -3.598 5.885 0.765 -0.06 -0.11 0.08 0.3756
H 5.068 -0.905 5.442 0.04 -0.07 -0.15 0.3899
N 1.647 -0.189 2.835 0.83 0.41 0.57 1.0167
O 1.109 -2.483 -3.277 -0.19 -0.13 -0.07 -0.6690
H -1.185 -4.930 -1.541 0.04 -0.02 0.00 0.3634
C -7.902 4.092 -2.412 -0.17 0.17 0.06 0.4606
C 2.165 -1.351 -0.246 0.09 0.04 -0.03 0.0487
O 1.431 -1.176 -1.483 -0.05 0.00 0.03 -0.2223
H -8.044 5.868 -1.213 -0.11 -0.08 0.07 0.3502
H 1.418 2.275 6.445 -0.18 -0.06 -0.37 0.0524
H -2.522 -1.695 -3.570 -0.06 0.05 -0.06 0.3029
O 0.369 4.292 2.415 0.02 -0.09 -0.01 -0.5160
H 4.245 2.024 7.374 0.07 0.07 0.03 0.2653
C 3.015 -0.075 3.294 1.45 -1.53 -1.04 0.1816
O 4.346 0.966 -6.814 -0.06 -0.06 -0.05 -0.3650
C -1.041 -4.191 -0.752 -0.03 0.21 0.11 -1.2797
H -1.204 0.183 -5.599 0.05 0.00 0.06 0.2010
O 5.396 -0.749 -5.864 0.03 0.09 0.05 -0.3797
C 3.531 -2.089 -5.015 0.45 -0.12 -0.11 -1.2692
O -6.617 3.838 -1.818 0.03 -0.06 -0.07 -0.2691
O -7.822 1.999 -1.473 -0.04 0.05 0.03 -0.3338
H 0.052 -6.918 0.207 0.09 -0.02 0.12 0.3210
O 3.243 -2.683 5.403 -0.18 0.23 -0.01 -0.5523
H -4.187 4.751 -0.474 0.03 -0.05 -0.02 0.1744
C 3.346 -2.176 -0.707 0.00 0.06 0.45 0.7087
H 0.907 -4.663 0.047 0.02 -0.05 0.00 -0.0780
O -0.048 -6.159 2.139 -0.03 0.02 -0.03 -0.3670
H -7.855 6.184 -2.932 0.00 -0.01 0.01 0.3503
O -1.190 -0.271 -2.903 -0.15 0.03 0.01 -0.0495
C -1.669 -1.124 -3.950 0.00 0.02 -0.01 -0.4792
O 6.550 0.669 -7.188 -0.10 -0.02 0.06 -0.5418
C 4.349 -0.651 6.225 -0.62 0.11 0.02 -0.7128
H 5.347 1.801 6.225 0.05 0.07 -0.07 0.2209
H -3.258 0.055 -6.806 0.00 0.00 0.01 0.3720
C 3.450 1.038 4.182 -0.17 -0.22 -0.48 -0.8407
H 4.202 -2.547 7.205 0.00 -0.06 0.11 0.3497
H -0.890 -1.808 -4.270 0.16 0.08 0.17 0.2934
O 2.750 -2.923 -1.806 0.08 -0.01 -0.12 -0.4112
O -0.316 -4.025 1.565 0.11 0.02 0.05 -0.3180
C 3.572 -1.908 6.575 0.39 -0.55 -0.02 -0.6074
C -2.073 -0.124 -5.011 -0.18 -0.18 -0.06 0.6030
O 3.837 -0.940 2.901 -1.92 1.60 0.74 -0.6992
H -9.590 2.703 -2.306 0.07 -0.13 -0.02 0.3189
B 3.570 0.743 5.825 0.97 0.17 -0.34 0.3667
H 2.390 -3.096 5.554 0.04 -0.13 0.02 0.2577
H 1.429 -1.546 4.470 0.20 -0.08 -0.13 -0.0931
H 2.437 -0.391 0.180 -0.09 0.03 -0.07 0.1566
H 3.273 -3.945 0.504 -0.12 0.08 0.06 0.2384
C 0.954 1.089 2.646 -0.14 -0.89 0.00 -1.7648
H 4.006 -2.534 1.297 -0.08 0.06 -0.03 0.1415
C -0.121 -4.881 2.600 -0.11 0.11 0.05 0.6317
H 4.904 -3.449 0.079 -0.01 0.00 -0.08 0.3895
C -1.817 0.921 -3.015 0.02 -0.04 0.01 0.4559
H -2.738 2.354 0.252 0.16 -0.04 0.02 0.2644
H -2.009 -3.914 -0.336 -0.04 -0.15 0.03 0.3814
O -1.184 5.072 0.984 0.10 0.00 -0.03 -0.4220
P 1.827 0.952 6.699 0.17 0.05 0.81 0.0791
H -1.549 -6.353 0.743 -0.02 0.05 -0.05 0.3217
C 5.535 0.329 -6.670 0.08 -0.02 0.00 0.5778
O -1.801 1.784 -2.196 0.00 -0.04 -0.09 -0.5698
C -3.193 -0.575 -5.919 -0.11 0.27 -0.06 -1.4974
H -3.233 3.346 1.644 -0.01 0.09 0.00 0.3601
C -2.144 4.444 0.115 -0.19 0.01 -0.11 0.7767
H 3.943 -2.515 -4.102 -0.03 -0.02 0.02 0.2155
H 0.794 0.200 6.109 -0.07 0.12 -0.15 -0.0071
H -7.824 3.863 -3.478 0.00 -0.07 0.00 0.2411
O -5.612 1.987 -1.009 -0.06 0.02 -0.03 -0.4658
S 1.803 0.704 8.687 -0.04 -0.08 -0.02 -0.5103
H 1.531 -1.883 0.467 0.03 0.01 0.03 -0.0947
C -6.583 2.548 -1.397 0.09 0.04 0.04 0.5514
O -1.217 2.916 1.561 -0.06 0.52 0.00 -0.2253
C 4.085 -0.707 -5.261 -0.20 -0.19 -0.02 0.6650
C 3.916 -3.077 0.352 0.24 -0.29 0.04 -1.1054
H -9.127 3.418 -0.743 0.02 0.07 -0.01 0.3005
N 4.357 1.985 6.363 -0.42 -0.19 0.10 -0.9847
H 2.449 -2.066 -4.910 0.07 0.05 -0.03 0.2547
C -3.332 5.341 -0.142 0.11 0.24 0.00 -1.3113
H -0.615 -3.298 -1.201 0.05 0.08 -0.05 0.0673
H 4.123 -1.537 -1.134 -0.05 0.02 -0.06 0.2775
C -0.146 -4.743 0.334 -0.13 -0.02 -0.24 0.9241
H 2.675 -1.703 7.159 -0.12 0.19 -0.01 0.2977
H 4.947 -0.428 7.111 0.02 0.12 0.14 0.3146
C -8.756 3.059 -1.707 -0.02 -0.07 0.00 -0.4836
C 3.327 0.109 -6.283 -0.02 0.10 -0.01 -0.3554
O -0.052 -4.559 3.739 0.06 -0.13 -0.07 -0.5278
H 0.726 1.601 3.582 0.08 0.26 0.04 0.2976
C -0.474 -6.153 0.773 0.03 -0.07 0.05 -0.4843
C 1.714 -2.212 -2.278 -0.06 0.06 0.35 0.4696
H -3.106 6.077 -0.913 0.00 0.00 0.00 0.3841
H 1.521 1.715 1.966 0.10 0.27 0.12 0.4267
H 2.881 1.954 4.036 -0.20 0.02 0.01 0.3705
C 0.868 -1.145 3.632 -0.40 0.07 -0.23 -0.4382
H 0.482 -1.961 3.026 0.10 -0.18 -0.06 -0.1029
H 0.009 0.858 2.161 -0.09 0.05 -0.07 0.7638
```
Forces are in eV/Å.

Summary:
gap between HOMO and LUMO = 5.7119 eV
lowest unoccupied orbital energy = 0.0526 Ha
ΔE to the lowest compared entry with this formula, charge and spin = 0.0 kcal/mol
charge = -1
E_HOMO = -4.281 eV

---

[3]
This record from OMol25 describes a cluster of 4 separate species, C30H53N3O5 in total. The level of theory is ωB97M-V/def2-TZVPD.

XYZ file:
```
91
Properties=species:S:1:pos:R:3:forces:R:3:mulliken_charge:R:1
H -0.424 -6.334 1.885 2.10 0.90 -1.52 0.2589
H -1.668 -3.592 -0.945 0.06 -1.99 1.69 0.2168
H -2.996 -1.799 4.342 -0.05 0.14 -0.10 0.4103
C -2.503 -5.712 -0.991 -0.64 0.08 -0.16 -0.6444
O 0.480 3.742 -4.548 0.09 -0.57 -0.35 -0.3724
H -2.943 -0.582 2.480 -0.04 -0.03 0.03 0.3039
H 3.184 5.263 -2.130 -0.08 0.12 0.05 0.0153
C -0.102 -4.876 0.102 2.01 -2.05 2.54 0.3867
H 1.295 6.259 0.054 0.18 -0.17 0.17 0.3398
H 4.766 7.318 0.485 -0.08 0.00 0.01 0.3454
H 3.109 1.551 -5.292 0.00 0.06 0.06 0.3861
H 0.667 1.932 -5.576 0.14 0.08 -0.05 0.4626
H 2.322 4.596 -4.930 0.16 -0.02 -0.18 0.1333
H 3.907 4.955 0.101 -0.12 0.03 -0.14 0.4032
H -2.985 -7.939 -1.051 1.55 1.43 1.66 0.3091
C 2.028 -5.996 1.400 1.76 -3.71 1.35 0.0949
H -3.414 -3.503 4.275 -0.06 0.07 -0.15 0.3485
H 1.540 3.826 -6.352 0.04 -0.07 0.07 0.3016
H 0.791 2.235 -1.884 0.23 -0.15 0.11 0.1843
H 2.243 8.749 -0.783 0.18 0.16 0.06 0.2278
H -6.032 -2.946 2.804 -0.11 0.03 0.29 0.3316
H 0.682 -1.395 -1.918 -0.17 1.56 2.46 0.3743
H -4.272 -6.877 0.917 2.43 -0.74 0.62 0.3276
C -2.362 -7.210 -0.340 -1.01 0.80 0.15 -0.3934
C 3.082 -2.202 -0.246 -1.37 -0.17 0.62 -0.7002
H 0.937 5.363 -5.703 -0.04 -0.15 0.07 0.2615
H 3.808 -4.277 1.887 -1.89 -1.00 -1.45 0.3049
H 3.963 6.557 1.865 -0.08 0.03 -0.20 0.3668
H 1.294 2.438 3.322 -1.61 -1.68 0.12 0.2720
H -5.139 -2.506 5.549 0.08 -0.08 -0.13 0.4228
C -5.572 -0.780 4.386 -0.14 0.16 0.21 -1.3618
O -3.649 -2.553 2.506 0.20 0.21 0.54 -0.2509
N 1.699 2.400 -2.321 -0.31 0.19 -0.14 -0.4530
C -3.131 -7.137 1.143 -0.19 -0.22 -1.32 -0.8016
H 3.653 8.684 -1.893 0.00 -0.06 0.08 0.3369
N 1.903 5.494 0.359 -0.06 0.00 -0.39 -0.6824
H -1.245 -7.570 -0.235 -2.33 0.76 -0.31 0.2797
C 3.338 6.188 -1.561 -0.32 -0.26 -0.02 -0.3553
H -1.411 0.358 -1.441 1.76 -0.14 2.04 0.2477
H 3.348 -2.148 -1.398 -0.71 -0.10 2.51 0.2459
H -0.552 1.802 3.617 2.55 -0.34 -0.75 0.2737
C 1.896 -1.093 0.159 -2.81 2.78 0.88 0.3544
C -3.536 -1.282 1.885 -0.09 -0.24 -0.32 -0.6570
H -6.464 -0.603 4.999 0.15 -0.09 -0.13 0.3478
H -3.029 -8.198 1.631 -0.32 2.28 -0.57 0.2701
C 2.901 -4.582 1.212 -2.31 1.69 -3.25 -0.5643
C -5.146 -2.244 4.484 0.02 0.18 -0.43 0.3245
C 0.650 -0.781 -0.896 0.06 1.14 2.63 -0.0219
H -2.155 -4.170 0.798 0.82 -0.94 -1.94 -0.1728
O 2.309 7.081 -1.999 0.64 -0.09 0.05 -0.3205
C 3.805 6.942 0.851 0.17 -0.03 0.23 -1.4761
H -2.724 -6.253 1.798 -0.61 -1.93 -1.13 0.0662
C 2.590 8.455 -1.775 -0.40 -0.06 -0.09 -0.7137
C -1.674 -4.533 -0.210 1.00 0.70 -0.66 0.0706
H -2.273 -5.669 -2.159 -0.17 -0.22 2.64 0.3053
H 4.032 -1.999 0.411 -1.90 -0.48 -1.31 0.3942
H -3.041 -1.420 0.919 0.03 -0.05 0.16 0.1634
H -5.824 -0.482 3.365 0.07 -0.11 0.07 0.2695
H 0.915 0.780 4.219 -0.56 1.51 -1.98 0.3105
C 2.434 -3.678 0.126 0.72 -1.98 1.88 0.5510
H 2.027 9.040 -2.507 0.06 -0.16 0.02 0.2404
O 2.602 -7.176 1.717 -3.69 7.58 -1.88 -0.5605
H 1.711 3.413 -2.474 0.07 -0.25 -0.04 0.1708
C 3.272 5.835 -0.057 -0.19 0.37 -0.05 0.3538
C 1.374 4.397 -5.434 -0.17 0.28 0.27 -0.5515
H -5.907 -4.060 3.954 -0.15 0.15 0.06 0.2758
H -0.373 1.950 -4.162 0.09 0.15 0.02 0.2734
H -3.657 -5.420 -0.903 2.44 -0.56 -0.15 0.2611
C 0.378 -5.806 1.200 -0.42 2.94 -3.26 -0.2410
C -0.625 1.041 0.853 3.40 -3.35 -1.75 -0.5896
N -6.151 -3.080 3.812 0.34 -0.18 -0.12 -0.7552
H 3.116 7.786 0.935 0.02 -0.11 -0.08 0.2850
H 3.818 1.277 -3.696 -0.16 0.12 -0.04 0.3602
O 1.037 -3.973 -2.113 0.46 -0.80 8.14 -0.5868
C -0.597 0.248 -0.597 3.55 -1.00 2.86 -0.7062
C 0.572 1.517 3.353 -0.22 -0.95 -0.42 -1.1055
H -1.526 1.752 1.095 2.16 -1.51 -0.32 0.3234
H 1.584 4.698 -0.194 0.08 0.00 0.21 0.2154
C 3.102 1.893 -4.252 0.20 -0.22 0.00 -1.5824
C 1.113 -4.147 -0.788 -0.40 0.10 -3.79 0.2736
H 1.516 0.688 -3.506 -0.12 0.11 0.03 0.1856
C 1.706 1.759 -3.644 0.13 0.47 -0.09 0.8297
C 0.616 0.743 1.883 -0.21 -1.00 -1.43 0.6665
C 0.585 2.315 -4.552 -0.19 0.08 0.36 -0.8296
H -4.528 -0.872 1.689 0.02 0.23 0.05 0.2690
C 1.880 -0.280 1.611 -3.15 0.20 -3.56 -0.5877
H 4.328 6.564 -1.845 0.00 0.15 0.08 0.4560
H 2.752 -0.441 2.408 -2.27 0.48 -1.91 0.2030
H -4.782 -0.118 4.752 -0.04 -0.04 -0.06 0.3363
H 3.476 2.919 -4.226 -0.12 -0.06 0.01 0.2410
C -3.726 -2.508 3.934 -0.13 -0.40 -0.04 -0.7837
```
Forces are in eV/Å.

Summary:
gap between HOMO and LUMO = 7.2136 eV
lowest unoccupied orbital energy = -0.0484 Ha
SMILES string = CCCCC1=CC(=O)C=C(Cc2cccc(C)c2)C1=O.COC[C@@H](C)N.COC[C@@H](C)N.COC[C@@H](C)N
ΔE to the lowest compared entry with this formula, charge and spin = 353.4 kcal/mol
E_HOMO = -8.531 eV